[1]
{"formula": "C4H14N3", "method": "ωB97M-V/def2-TZVPD", "spin_multiplicity": 1, "de_lowest_kcal_mol": 13.3, "e_lumo_ev": -3.0, "charge": 1, "symbols": ["C", "C", "N", "N", "N", "H", "H", "H", "H", "H", "H", "H", "H", "C", "C", "H", "H", "H", "H", "H", "H"], "xyz": [[-1.7312, -1.3222, 1.3768], [-1.1311, 0.3002, -0.3608], [-1.0295, -0.9167, 0.1404], [-1.6906, 1.3216, 0.3051], [-0.6511, 0.5494, -1.5851], [-0.7195, -1.6390, -0.4894], [-1.9507, 1.3176, 1.2767], [-1.5819, 2.2387, -0.0975], [-0.2070, -0.2360, -2.0330], [-0.3158, 1.4094, -1.9847], [-1.0973, -1.1699, 2.2441], [-2.1186, -2.3371, 1.2931], [-2.6081, -0.6789, 1.5025], [3.2346, -0.1606, 0.6221], [2.3967, 0.1963, -0.6205], [2.7356, -1.0737, 1.0270], [4.2597, -0.4512, 0.4447], [3.3229, 0.6165, 1.3918], [3.0023, -0.0268, -1.5068], [2.3187, 1.2888, -0.6256], [1.5023, -0.4213, -0.7209]], "atomic_forces_ev_per_a": [[-0.38, 0.63, -0.29], [0.24, 1.36, 0.03], [-0.80, -0.34, 0.43], [0.29, 0.04, -0.17], [0.17, -1.17, -0.62], [0.11, -0.07, 0.11], [0.11, -0.36, -0.02], [-0.16, -0.01, -0.02], [-0.05, -0.01, -0.14], [-0.38, 0.46, 0.59], [0.16, -0.33, 0.04], [0.39, 0.05, 0.01], [0.04, -0.17, -0.06], [-0.88, -1.31, 0.70], [1.96, 0.40, -0.28], [0.64, 0.72, 0.37], [0.21, -0.07, -0.55], [-0.55, -0.17, -0.22], [-0.17, -0.02, -0.01], [-0.95, -0.24, -0.26], [0.00, 0.62, 0.35]], "mulliken_charge": [-0.975, 0.781, -0.126, -0.430, -0.415, 0.254, 0.191, 0.218, 0.260, 0.234, 0.345, 0.341, 0.325, -0.962, -0.340, 0.266, 0.297, 0.262, 0.407, 0.273, -0.206]}

[2]
{"formula": "C3H13NO2", "method": "ωB97M-V/def2-TZVPD", "spin_multiplicity": 1, "de_lowest_kcal_mol": 25.2, "e_lumo_ev": 0.7, "charge": 0, "smiles": "CN(C)C.O.O", "symbols": ["C", "N", "C", "C", "H", "H", "H", "H", "H", "H", "H", "H", "H", "H", "H", "O", "H", "H", "O"], "xyz": [[0.8744, 0.1519, -1.9241], [-0.4285, 0.2852, -1.2927], [-0.6773, 1.5705, -0.6947], [-1.5287, -0.1627, -2.1454], [1.5343, 0.9434, -1.5937], [0.7982, 0.1134, -3.0234], [1.3606, -0.7873, -1.6177], [-1.3456, 1.4608, 0.1608], [0.2494, 2.0060, -0.3279], [-1.1400, 2.2950, -1.3767], [-2.4511, 0.2291, -1.7296], [-1.6585, -1.2415, -2.0408], [-1.3951, 0.1138, -3.1966], [1.3567, -0.5397, 3.2020], [0.9267, -1.5633, 4.2820], [1.3964, -0.7360, 4.1440], [-0.3041, -0.7318, 0.4814], [0.3784, -1.6903, 1.4644], [0.1497, -0.7565, 1.3481]], "atomic_forces_ev_per_a": [[0.09, -0.82, -0.05], [-0.11, -0.43, -0.27], [-0.20, 0.60, 0.23], [0.09, -0.37, 0.88], [0.11, 0.22, -0.17], [0.11, 0.32, 0.21], [-0.14, 0.11, -0.10], [-0.05, 0.04, 0.03], [0.01, -0.05, 0.08], [0.05, 0.04, -0.15], [-0.19, 0.33, -0.23], [0.25, -0.14, -0.42], [-0.15, 0.07, 0.02], [-0.27, -0.03, -0.04], [-0.04, 0.10, -0.17], [0.26, 0.02, 0.23], [0.31, 0.40, -0.04], [-0.09, 0.27, -0.02], [-0.04, -0.65, -0.02]], "mulliken_charge": [-0.889, 0.094, -1.024, -1.096, 0.364, 0.243, 0.240, 0.310, 0.364, 0.399, 0.405, 0.309, 0.286, 0.356, 0.297, -0.639, 0.288, 0.321, -0.628]}

[3]
{"formula": "C3H3N3O", "method": "ωB97M-V/def2-TZVPD", "spin_multiplicity": 1, "de_lowest_kcal_mol": 84.9, "e_lumo_ev": -1.2, "charge": 0, "smiles": "O/C=C1\\N=CN=N1", "symbols": ["C", "C", "C", "H", "H", "H", "N", "N", "N", "O"], "xyz": [[-1.4854, -0.5947, 0.1250], [-0.1352, -0.2097, 0.0717], [1.7144, 0.6902, -0.0109], [-1.7129, 0.9049, -0.3495], [-1.5055, -1.6926, 0.5130], [2.4905, 1.6266, 0.2464], [0.4346, 0.9515, -0.0270], [1.9115, -0.7084, -0.2023], [0.7221, -1.2254, -0.1470], [-2.4340, 0.2575, -0.2194]], "atomic_forces_ev_per_a": [[1.94, -2.16, 0.52], [-2.56, -2.84, -1.03], [1.16, 1.58, -0.01], [-1.37, 2.19, -0.79], [-1.28, 1.96, -1.12], [-1.84, -3.27, -1.20], [0.37, 3.91, 1.21], [0.12, 0.96, 0.35], [1.87, -1.31, 1.01], [1.59, -1.02, 1.06]], "mulliken_charge": [0.030, 0.562, 0.016, 0.429, 0.336, 0.291, -0.601, -0.403, -0.243, -0.417]}

[4]
{"formula": "C9H12N6", "method": "ωB97M-V/def2-TZVPD", "spin_multiplicity": 1, "de_lowest_kcal_mol": 0.0, "e_lumo_ev": -7.4, "charge": 2, "smiles": "NC(N)=NC(=[NH2+])[n+]1c[nH]c2ccccc21", "symbols": ["C", "C", "C", "C", "C", "C", "C", "C", "C", "N", "N", "N", "N", "N", "N", "H", "H", "H", "H", "H", "H", "H", "H", "H", "H", "H", "H"], "xyz": [[-3.2259, -1.6638, -0.1721], [-1.9136, -2.2220, -0.2266], [-3.5392, -0.3235, -0.0350], [-0.8172, -1.3708, -0.2195], [-1.1812, 2.2432, 0.1597], [-2.4443, 0.4699, 0.0855], [-1.1140, -0.0037, 0.0453], [2.7930, -0.6208, 0.0209], [1.0950, 1.1701, 0.1371], [1.5382, -0.0085, 0.0251], [-2.4322, 1.8013, 0.2145], [-0.3142, 1.1989, 0.1439], [3.2439, -1.1940, 1.1189], [3.3377, -0.9400, -1.1842], [1.6841, 2.3645, 0.1782], [-4.1263, -2.3302, -0.1075], [-1.9791, -3.3243, -0.5073], [-4.4576, 0.0397, -0.2220], [0.1852, -1.6786, -0.3810], [-0.7512, 3.1566, 0.2736], [-3.3115, 2.2699, 0.2830], [2.9701, -1.0063, 2.1679], [4.0522, -1.7162, 1.0499], [2.6891, -0.7352, -1.9770], [4.2502, -1.3677, -1.4143], [2.6090, 2.6370, 0.0473], [1.1599, 3.1544, 0.4957]], "atomic_forces_ev_per_a": [[-1.47, -1.03, 1.00], [-1.70, -0.34, -1.11], [3.05, -2.53, -0.28], [-1.00, 0.68, 0.60], [0.02, -2.53, 0.74], [1.68, -1.66, 0.09], [-0.17, -0.08, -0.29], [-1.19, -0.37, -0.86], [0.50, 0.31, -0.44], [2.50, -1.05, 0.02], [1.58, 1.70, -0.39], [-2.43, -1.39, -0.51], [-1.64, 1.88, 3.13], [-1.43, 1.05, -0.37], [-1.69, 0.41, 0.57], [1.20, 0.34, -0.60], [1.03, 1.58, 0.71], [-3.25, 1.11, -0.04], [0.26, -0.43, -0.01], [-0.01, 2.91, 0.15], [-0.16, 1.16, 0.03], [0.28, -0.09, -3.20], [1.97, -1.43, -0.21], [1.25, -0.22, 0.83], [-0.90, 0.30, 0.71], [2.02, -0.52, -0.35], [-0.32, 0.22, 0.08]], "mulliken_charge": [-0.274, -0.793, -1.146, -0.325, -0.205, 0.512, 0.652, 0.616, 0.528, -0.322, 0.057, 0.074, -0.345, -0.392, -0.297, 0.348, 0.345, 0.500, 0.375, 0.500, 0.236, 0.296, 0.226, 0.259, 0.240, 0.224, 0.108]}

[5]
{"formula": "C40H74Br4O20P2", "method": "ωB97M-V/def2-TZVPD", "spin_multiplicity": 1, "e_lumo_ev": 0.2, "charge": 0, "smiles": "CCOP(=O)(OCC)OCC.CCOP(=O)(OCC)OCC.O=C1CCCO1.O=C1CCCO1.O=C1CCCO1.O=C1CCCO1.O=C1CCCO1.O=C1CCCO1.BrCCBr.BrCCBr", "symbols": ["O", "C", "O", "C", "C", "C", "H", "H", "H", "H", "H", "H", "O", "C", "O", "C", "C", "C", "H", "H", "H", "H", "H", "H", "O", "C", "O", "C", "C", "C", "H", "H", "H", "H", "H", "H", "O", "C", "O", "C", "C", "C", "H", "H", "H", "H", "H", "H", "O", "C", "O", "C", "C", "C", "H", "H", "H", "H", "H", "H", "O", "C", "O", "C", "C", "C", "H", "H", "H", "H", "H", "H", "Br", "C", "C", "Br", "H", "H", "H", "H", "Br", "C", "C", "Br", "H", "H", "H", "H", "C", "C", "O", "P", "O", "O", "C", "C", "O", "C", "C", "H", "H", "H", "H", "H", "H", "H", "H", "H", "H", "H", "H", "H", "H", "H", "C", "C", "O", "P", "O", "O", "C", "C", "O", "C", "C", "H", "H", "H", "H", "H", "H", "H", "H", "H", "H", "H", "H", "H", "H", "H"], "xyz": [[2.8341, -26.9695, -1.5975], [3.2820, -26.7156, -2.6876], [3.6561, -27.6799, -3.6212], [3.9851, -27.0126, -4.8265], [4.0088, -25.5266, -4.6304], [3.5171, -25.3831, -3.2308], [3.2653, -27.3526, -5.5769], [4.9115, -27.4779, -5.1531], [3.3493, -25.0215, -5.3707], [4.9975, -25.1737, -4.8201], [2.5804, -24.8644, -3.0890], [4.2231, -24.8986, -2.5796], [1.8972, -19.6372, -3.3666], [1.9956, -20.3147, -2.4226], [0.8848, -20.5474, -1.6112], [1.3632, -21.1767, -0.4205], [2.6222, -21.9488, -0.8515], [3.1735, -20.9628, -1.8575], [0.4984, -21.7447, -0.0264], [1.6415, -20.4340, 0.3245], [2.2841, -22.8722, -1.3311], [3.3288, -22.1413, -0.0636], [3.9082, -21.3179, -2.6331], [3.6530, -20.1471, -1.3395], [9.1215, -14.7964, -2.1081], [8.4739, -15.8201, -1.9983], [8.6834, -16.7423, -1.0222], [7.6505, -17.7896, -1.1240], [7.3252, -17.8198, -2.5868], [7.4082, -16.3563, -2.9472], [6.7195, -17.5854, -0.4948], [8.0539, -18.7363, -0.7256], [6.3264, -18.2168, -2.7609], [8.0385, -18.4441, -3.1197], [6.4702, -15.8113, -2.6976], [7.6559, -16.1529, -3.9998], [6.1168, -20.3235, 0.2029], [5.6166, -20.3385, 1.3179], [4.3180, -20.1598, 1.5737], [4.0528, -20.2076, 2.9987], [5.3571, -19.8815, 3.5948], [6.2758, -20.5157, 2.6159], [3.7977, -21.2437, 3.2450], [3.1075, -19.6083, 3.1700], [5.4179, -20.3303, 4.5842], [5.4913, -18.7868, 3.6343], [6.3089, -21.6040, 2.7229], [7.2877, -20.1510, 2.5842], [4.6019, -22.1808, -5.6718], [5.4028, -21.3006, -5.5941], [6.7080, -21.5601, -5.9318], [7.4621, -20.3185, -5.9247], [6.4257, -19.2198, -6.0035], [5.3178, -19.8509, -5.1884], [8.0960, -20.4300, -6.8421], [8.0264, -20.3483, -4.9897], [6.1433, -19.1059, -7.0548], [6.8517, -18.2623, -5.6384], [4.3130, -19.4962, -5.3480], [5.4515, -19.8242, -4.1353], [8.8248, -20.5021, -2.4841], [8.1436, -21.4219, -2.1969], [6.9723, -21.5860, -2.9090], [6.3291, -22.8475, -2.5651], [6.9381, -23.1793, -1.2602], [8.3209, -22.5480, -1.2109], [6.5585, -23.4943, -3.3942], [5.2137, -22.7649, -2.6038], [6.9592, -24.2670, -1.0374], [6.3645, -22.7288, -0.4513], [9.1542, -23.1890, -1.6880], [8.5874, -22.1046, -0.3018], [13.3696, -21.8868, -2.0357], [11.7327, -22.0144, -3.0444], [11.4785, -23.4779, -3.3544], [10.1305, -23.7598, -4.6897], [11.9778, -21.4941, -4.0071], [10.9532, -21.4524, -2.4916], [11.2689, -24.0413, -2.4461], [12.3945, -23.8720, -3.8410], [7.0012, -27.1382, -3.1266], [8.3960, -27.6355, -1.9282], [8.2292, -29.0621, -1.4919], [9.8393, -29.6268, -0.6582], [8.3717, -26.9242, -1.0639], [9.3803, -27.4931, -2.3643], [8.0643, -29.6894, -2.3347], [7.4275, -29.1483, -0.7420], [4.7091, -27.8279, 0.9948], [5.5234, -26.5162, 0.7949], [4.6533, -25.3888, 0.6363], [4.2493, -24.4282, 1.8457], [4.9952, -23.1219, 1.8723], [4.5274, -25.3752, 3.1132], [4.1357, -24.8869, 4.3806], [5.3562, -24.6123, 5.2856], [2.6986, -24.2704, 1.7796], [1.7841, -25.3413, 1.5439], [0.4191, -24.6437, 1.4378], [4.3774, -27.9810, 1.9969], [3.9002, -27.7986, 0.2456], [5.3143, -28.6754, 0.6245], [6.2544, -26.2875, 1.5606], [6.0912, -26.5579, -0.1479], [3.5310, -24.0154, 4.2141], [3.5001, -25.6552, 4.7634], [5.0430, -24.3923, 6.3345], [5.9851, -25.4597, 5.1991], [5.8833, -23.7350, 4.9085], [2.0242, -25.8334, 0.5904], [1.9065, -26.0026, 2.4000], [-0.4484, -25.2802, 1.5625], [0.5002, -23.8059, 2.1217], [0.3403, -24.2504, 0.4124], [11.7299, -25.9187, -0.1073], [13.2222, -25.5711, -0.2801], [13.5604, -24.4113, 0.5600], [15.0336, -24.2778, 1.2337], [15.3664, -25.4910, 1.9546], [16.0022, -23.9607, 0.0403], [17.2947, -23.4135, 0.2688], [18.1846, -23.6784, -0.9779], [14.9810, -22.9636, 2.0679], [14.4436, -23.1784, 3.4689], [14.8461, -22.0430, 4.3640], [11.1246, -24.9851, -0.1839], [11.5040, -26.7134, -0.8077], [11.5081, -26.3303, 0.8885], [13.8619, -26.3826, -0.0562], [13.3426, -25.3349, -1.3019], [17.1407, -22.3951, 0.6255], [17.7240, -23.9073, 1.1644], [17.6857, -23.3373, -1.9107], [19.0116, -22.9506, -0.8345], [18.3818, -24.7148, -1.2156], [13.3784, -23.3715, 3.3418], [14.8893, -24.1009, 3.8202], [14.2467, -21.1273, 4.2544], [14.5244, -22.4451, 5.3533], [15.9258, -21.9596, 4.3074]], "atomic_forces_ev_per_a": [[0.26, -0.30, -0.68], [0.06, -2.14, 0.29], [-0.89, 1.18, 1.99], [0.02, -1.97, -1.62], [-0.92, 0.39, -1.31], [-0.04, 1.30, 0.42], [-0.19, 0.25, 0.06], [0.40, 0.37, -0.05], [0.48, -0.30, 0.55], [0.65, 0.59, 0.20], [-0.26, 0.45, -0.26], [0.35, 0.28, 0.41], [-0.07, 1.51, -2.37], [-1.82, -0.71, 1.22], [1.06, 0.17, -0.21], [-0.48, -0.59, 0.48], [-0.74, -0.05, -0.23], [1.48, -0.77, -0.43], [0.74, -0.04, -0.14], [-0.04, 0.31, 0.06], [0.32, -0.09, 0.00], [0.06, -0.21, 0.46], [-1.03, 0.31, 0.72], [0.62, 0.26, 0.47], [-0.95, -1.40, 0.44], [1.08, 0.66, -0.68], [-0.95, -0.06, 0.29], [-0.21, -0.34, 1.21], [-0.69, -0.23, -0.29], [-0.26, 0.81, -0.18], [1.31, 0.34, -0.67], [0.08, 0.61, -0.30], [0.00, -0.16, 0.01], [0.08, 0.16, -0.07], [0.43, -0.35, -0.23], [-0.01, 0.10, 0.48], [-0.96, -0.11, 1.12], [0.38, 0.31, -1.33], [-1.01, 0.23, -0.97], [-2.26, -0.58, -0.97], [0.13, 1.17, 1.52], [1.56, -0.81, -0.03], [-0.05, -0.03, -0.17], [1.47, -0.24, -0.01], [0.21, 0.32, 0.17], [0.15, -0.41, 0.18], [0.06, 0.02, 0.26], [0.37, 0.22, 0.11], [-0.80, -0.08, 0.44], [1.65, -0.43, -0.38], [-0.77, 0.43, -0.01], [0.74, -1.36, -0.91], [0.74, 0.48, 0.18], [-1.14, -0.14, -0.91], [-0.18, 0.52, 1.04], [0.22, 0.41, -0.21], [-0.20, 0.15, 0.20], [-0.51, -0.52, -0.09], [-0.32, 0.28, -0.28], [0.56, 0.12, 1.06], [1.52, 1.13, 0.16], [-2.04, -0.86, -1.04], [-0.17, -0.16, 0.53], [-0.41, 0.95, -1.29], [0.10, -1.70, 2.19], [0.38, -0.81, -2.99], [0.39, -0.70, -0.20], [1.01, 0.33, 0.44], [-0.06, 0.51, -0.28], [-0.19, 0.01, -0.02], [-1.14, 0.78, 1.04], [0.59, 0.20, 1.50], [0.26, -0.07, 0.40], [-0.17, 0.89, -1.27], [1.40, 0.03, 0.07], [-0.65, 0.09, -0.01], [-0.52, -0.31, 0.94], [0.39, -0.59, -0.47], [-0.17, -0.13, -0.20], [-0.55, 0.10, 0.57], [-0.32, 0.26, -0.37], [0.75, 0.94, 1.37], [-0.78, 0.64, 0.75], [0.73, -0.35, 0.49], [-0.15, -0.68, -0.63], [-0.17, 0.05, -0.54], [-0.24, -0.59, -0.50], [0.23, -0.15, -0.50], [1.01, 0.67, -1.98], [0.02, -0.90, -0.53], [-0.68, 0.82, 0.73], [2.17, 0.42, -0.33], [-1.51, -1.85, 0.06], [0.47, 0.07, -1.36], [0.54, 0.37, 0.80], [-1.55, 1.04, -0.22], [0.51, 1.12, -0.41], [-0.74, -0.22, -0.38], [0.93, -0.06, -0.81], [-0.29, -0.08, 0.60], [-0.03, 0.10, 0.64], [-0.01, 0.24, 0.59], [0.01, -0.23, 0.40], [-0.33, -0.12, 0.15], [-0.34, 0.67, 0.32], [-0.41, -0.47, 0.68], [0.25, -0.42, -0.79], [0.77, -0.82, 0.34], [0.08, -0.05, -0.01], [0.17, -0.10, 0.46], [-0.39, -0.36, -0.13], [0.03, -0.14, 0.47], [-0.70, 0.05, 0.21], [0.04, 0.10, 0.35], [0.65, 0.63, 1.18], [-1.39, 0.98, 1.33], [0.73, -0.11, -0.37], [-1.50, -0.93, -1.49], [0.54, -0.94, 0.89], [-0.75, 0.17, -0.63], [0.67, -1.17, 0.39], [-1.15, 2.36, 0.07], [-0.57, 0.35, 1.41], [0.30, -0.04, -1.43], [-1.39, -0.81, 0.75], [0.27, -0.79, -0.42], [-0.42, 0.15, -0.41], [0.25, 0.14, -0.16], [0.63, -0.91, 0.50], [0.52, 0.74, -1.16], [0.38, 0.39, -0.82], [0.04, -0.10, -0.50], [-0.07, 0.15, 0.68], [0.21, -1.15, -0.33], [0.59, -0.19, 0.76], [-0.07, 0.38, 0.19], [0.16, -0.13, 0.01], [0.68, -0.13, -0.42], [0.63, 0.45, -0.26], [0.01, 0.53, 0.22]], "mulliken_charge": [-0.597, 0.226, -0.392, -0.844, -0.116, 1.310, 0.233, 0.359, 0.280, 0.031, 0.278, -0.820, -0.559, 0.132, -0.426, -0.422, 1.078, 1.455, 0.236, 0.221, 0.105, -0.903, -0.913, -0.028, -0.616, 0.460, -0.384, 0.034, 0.584, -0.554, 0.055, 0.048, -0.118, 0.006, 0.340, 0.254, -0.293, 0.170, -0.166, 0.010, -0.578, -0.356, -0.235, 0.377, 0.334, 0.260, -0.031, 0.495, -0.625, 0.317, -0.361, 0.091, -0.391, 0.653, 0.275, -0.134, 0.318, 0.138, 0.559, -0.759, -0.763, -0.115, 0.417, 0.139, 2.149, 0.328, 0.079, -0.742, -0.103, -1.496, -0.528, 0.484, -0.131, -0.041, -0.188, -0.137, 0.358, -0.139, -0.234, 0.480, -0.107, -0.723, -0.230, -0.154, 0.254, 0.571, 0.422, 0.059, -1.082, 0.125, 1.065, -1.642, 0.321, -0.245, -0.345, -1.220, 0.244, 0.126, -1.213, 0.328, 0.175, 0.309, 0.523, -0.441, 0.353, 0.413, 0.386, 0.346, 0.194, -0.047, 0.389, 0.419, 0.273, 0.217, -0.996, -0.457, 0.034, 0.584, -0.798, -0.154, -0.273, -1.196, -0.266, -0.333, -1.091, 0.091, 0.292, 0.443, 0.511, 0.326, 0.368, 0.332, 0.293, 0.347, 0.317, 0.326, 0.380, 0.290, 0.351, 0.296]}